Record 1
{
  "formula": "C7H10",
  "method": "wB97M-V/def2-TZVPD",
  "symbols": ["H", "H", "H", "C", "C", "C", "C", "C", "H", "H", "C", "H", "H", "H", "C", "H", "H"],
  "xyz": [[-1.48531, -0.66457, -0.55605], [0.84793, 1.70613, 1.34403], [1.99784, 0.94027, -0.65108], [-0.85283, -0.76340, 2.54451], [-0.18672, 1.07205, -0.52347], [1.25598, -1.12548, -0.71018], [0.40805, 0.84057, 0.85437], [-1.44372, 0.35278, -0.95479], [1.04435, -1.32329, -1.76740], [-1.49508, 0.29319, -2.04779], [1.12106, 0.34792, -0.39472], [-0.12408, 2.10372, -0.86536], [-1.39498, -1.36021, 3.24427], [0.57514, -1.73213, -0.10578], [-0.25636, -0.05963, 1.76800], [2.27418, -1.46956, -0.50267], [-2.33554, 0.87982, -0.59951]],
  "homo_ev": -9.27,
  "multiplicity": 1,
  "homo_lumo_gap_ev": 10.35,
  "charge": 0,
  "smiles": "C#C[C@@H]1[C@H](C)[C@@H]1C"
}

Record 2
{
  "formula": "C7H10",
  "method": "wB97M-V/def2-TZVPD",
  "symbols": ["H", "H", "H", "C", "H", "H", "C", "C", "H", "H", "C", "C", "C", "H", "H", "C", "H"],
  "xyz": [[1.34287, -1.84011, 0.56776], [-1.21884, 1.90828, -0.02346], [1.40744, -1.34531, -1.20234], [-0.55087, 1.10850, 0.05919], [-0.91136, -1.97334, -0.18015], [2.77261, 0.51978, 0.30546], [1.74118, 0.24321, 0.06090], [-0.99907, 0.21182, -1.02216], [-0.69917, 0.15553, -2.03011], [1.11996, 2.36940, 0.25357], [-0.95352, -0.11600, 1.10279], [-0.49447, -0.99087, -0.05318], [0.88443, 1.33535, 0.00433], [-0.30292, -0.43469, 2.02655], [-2.13140, -0.13012, 1.18649], [1.10916, -1.10808, -0.15326], [-2.11600, 0.08667, -0.90240]],
  "homo_ev": -8.74,
  "multiplicity": 1,
  "homo_lumo_gap_ev": 9.82,
  "charge": 0,
  "smiles": "C1=C[C@H]2C[C@@H](C1)C2"
}

Record 3
{
  "formula": "C7H10",
  "method": "wB97M-V/def2-TZVPD",
  "symbols": ["H", "H", "C", "H", "C", "H", "H", "C", "H", "H", "C", "C", "C", "H", "H", "H", "C"],
  "xyz": [[-0.13030, -2.43029, 0.52832], [0.38919, -2.00057, -1.91110], [0.20284, -1.15485, -1.25056], [-1.13259, 1.88145, 1.34892], [-0.12487, 1.58066, 1.05584], [1.38591, -0.23882, 1.44683], [0.32767, 2.36814, 0.44438], [0.32120, -0.30479, 1.18784], [0.35969, 0.64595, -2.45780], [0.48411, 1.58562, 1.97987], [-0.06369, -1.38581, 0.21113], [0.58567, 0.29812, -1.43884], [-0.62480, 0.70592, -0.56193], [1.59601, 0.63351, -1.17213], [-0.28299, -0.38989, 2.09646], [-2.13280, -1.09660, -0.77599], [-1.11642, -0.74722, -0.62245]],
  "homo_ev": -7.02,
  "multiplicity": 1,
  "homo_lumo_gap_ev": 7.77,
  "charge": 0
}

Across the entries above, relative energy (zero: lowest compared OMol25 entry of this formula, charge and spin) takes the values 54.4 67.4 177.3 kcal/mol, respectively.